# C5H4O2

An isolated molecule of C5H4O2 (ωB97M-V/def2-TZVPD, OMol25).

Each atom is followed by the atoms it is bonded to, with distances in Å.
Cartesian coordinates (Å):
1 O 2.30 -1.58 0.08  C2 1.157
2 C 1.73 -0.58 0.05  O1 1.157, C3 1.338
3 C 1.27 0.68 0.06  C2 1.338, C4 1.440, H8 1.086
4 C -0.09 1.11 -0.08  C3 1.440, C5 1.348, H9 1.090
5 C -1.20 0.35 -0.21  C4 1.348, C6 1.456, H10 1.084
6 C -1.21 -1.09 -0.02  C5 1.456, O7 1.219, H11 1.102
7 O -0.35 -1.88 -0.34  C6 1.219
8 H 2.07 1.41 0.17  C3 1.086
9 H -0.24 2.19 -0.02  C4 1.090
10 H -2.18 0.82 -0.25  C5 1.084
11 H -2.09 -1.43 0.56  C6 1.102

As for the gap between HOMO and LUMO: 8.83 eV. For the energy above the lowest of the compared OMol25 structures with the same formula, charge and spin, the calculation gives 127.3 kJ/mol.